{"formula": "C6H5ClFN3", "method": "the ωB97M-V functional and the def2-TZVPD basis", "e_tot_ha": -955.8598, "relative_energy_ev": 0.000, "homo_lumo_gap_ev": 8.7, "smiles": "FC(/C=C\\c1cn[nH]n1)=C/Cl", "lumo_ev": 0.01, "elements": ["F", "C", "C", "C", "C", "C", "N", "N", "N", "C", "Cl", "H", "H", "H", "H", "H"], "positions_angstrom": [[2.163, 0.252, 2.465], [1.314, -0.095, 1.444], [-0.043, 0.203, 1.853], [-1.134, 0.389, 1.097], [-1.010, 0.397, -0.324], [-1.785, -0.289, -1.372], [-1.252, -0.014, -2.529], [-0.245, 0.735, -2.247], [-0.008, 0.966, -1.016], [1.974, -0.852, 0.529], [1.352, -1.552, -0.985], [-0.027, 0.252, 2.902], [-2.098, 0.324, 1.698], [-2.815, -0.773, -1.253], [0.481, 0.914, -2.911], [3.133, -0.857, 0.649]]}